The following is a quantum chemistry calculation of one molecule with the formula C16H18N4O2S2, from OMol25.

Structure (XYZ):
```
42
Properties=species:S:1:pos:R:3:nbo_charge:R:1
C 0.4296 -1.2551 5.2184 -0.626
C 1.0784 -0.7650 3.9604 -0.001
C 1.7416 0.4530 3.9219 -0.228
C 2.3483 0.8838 2.7556 -0.215
C 2.3188 0.1207 1.5992 0.023
C 1.6566 -1.1133 1.6423 0.137
C 1.0453 -1.5429 2.8116 -0.234
H 0.5320 -2.4900 2.8174 0.247
N 1.6420 -1.8940 0.4756 -0.623
C 0.8656 -2.9528 0.1738 0.687
O 0.0714 -3.5019 0.9004 -0.596
C 1.0781 -3.5168 -1.2383 -0.616
H 1.6809 -4.4240 -1.1667 0.256
H 0.1032 -3.7727 -1.6525 0.267
S 1.9491 -2.4587 -2.4280 0.294
C 0.7897 -1.1816 -2.5719 -0.154
N -0.3387 -1.1422 -1.9597 -0.279
N -1.0553 -0.0589 -2.2180 -0.322
C -0.5002 0.7689 -3.0321 0.260
N -0.9877 1.9517 -3.4780 -0.631
C -2.1895 2.6201 -3.2223 0.705
O -2.3611 3.6787 -3.7800 -0.590
C -3.1397 1.9829 -2.2997 -0.387
H -2.8278 1.0402 -1.8783 0.277
C -3.9860 2.9114 -1.4549 -0.381
C -4.6100 2.1955 -2.5930 -0.381
H -5.2738 1.3683 -2.3972 0.221
H -4.8479 2.7672 -3.4770 0.231
H -4.2045 2.5949 -0.4472 0.222
H -3.8005 3.9687 -1.5672 0.231
H -0.3924 2.4588 -4.1239 0.420
S 1.0997 0.2216 -3.5944 0.316
H 2.2525 -1.5591 -0.2587 0.410
C 2.9690 0.6205 0.3401 -0.658
H 2.2441 0.6932 -0.4721 0.212
H 3.7818 -0.0350 0.0224 0.211
H 3.3859 1.6107 0.5041 0.227
H 2.8538 1.8388 2.7413 0.206
H 1.7814 1.0727 4.8057 0.208
H -0.4575 -1.8407 4.9900 0.221
H 1.1214 -1.8940 5.7685 0.220
H 0.1525 -0.4239 5.8624 0.214
```

Its energy relative to the best compared isomer or geometry (same formula, charge and spin) is 14.6 kcal/mol. Its maximum force is 1.75 eV/Å. For the total energy, the calculation gives -48609.9505 eV. As for the HOMO-LUMO gap: 8.632 eV.

---

The following is a quantum chemistry calculation of a 8-piece molecular cluster, C32H50N2O18 overall, from OMol25.

Structure (XYZ):
```
102
Properties=species:S:1:pos:R:3:mulliken_charge:R:1
C -2.5633 -2.6677 -2.4285 -1.338
C -1.8083 -2.0247 -3.6575 1.068
C -2.6143 -1.8437 -4.9035 -0.612
O -2.2063 -0.6267 -5.3895 -0.360
C -1.7313 0.0733 -4.4245 0.426
O -1.5353 1.2503 -4.5265 -0.586
O -1.6183 -0.6437 -3.3775 0.124
H -2.1723 -2.5327 -1.4145 -0.079
H -2.6623 -3.7167 -2.5015 0.515
H -3.6863 -2.3177 -2.3845 0.377
H -0.8403 -2.5617 -3.8405 -0.171
H -3.7153 -1.9227 -4.5625 0.256
H -2.3443 -2.4997 -5.6965 0.378
C -0.0193 5.9423 -0.5685 -1.090
C 1.0227 6.0443 -1.6595 0.355
C 2.5477 6.0823 -1.0175 -0.511
O 3.0057 4.8703 -1.5725 -0.319
C 2.1307 4.2403 -2.4405 0.607
O 2.2397 3.1313 -2.9175 -0.503
O 0.8757 4.8303 -2.3345 -0.220
H -1.0753 5.8883 -0.9465 0.286
H -0.0263 6.8103 0.0995 0.463
H 0.1017 5.0543 -0.0135 0.072
H 0.8557 6.8333 -2.3935 0.357
H 2.5077 6.1003 -0.0015 0.309
H 3.1057 6.9743 -1.2855 0.329
C -3.3583 0.8673 -1.0705 -1.742
C -2.2833 1.6583 -0.3995 1.782
C -1.3703 2.5403 -1.1835 1.232
O -2.2173 3.6843 -1.4155 -0.409
C -3.0423 3.8343 -0.4385 0.455
O -3.5703 4.8903 -0.1065 -0.630
O -3.0963 2.6493 0.2885 -0.469
H -4.1533 0.6663 -0.3735 0.366
H -2.8373 -0.0797 -1.4395 -0.019
H -3.8363 1.3333 -1.8765 0.452
H -1.5863 1.0173 0.2445 -0.887
H -1.0673 1.8693 -2.0505 -0.007
H -0.5453 2.8683 -0.4655 -0.639
C 1.7127 0.4113 -1.9845 -2.110
C 1.6477 -1.0187 -1.4295 0.274
C 2.1167 -0.9607 0.0035 0.454
O 0.9197 -0.9487 0.6705 -0.148
C -0.0953 -1.2007 -0.0295 0.020
O -1.2313 -1.1607 0.4405 -0.495
O 0.2927 -1.3537 -1.3445 0.889
H 1.3177 0.6123 -2.9085 0.688
H 2.7157 0.6503 -2.1615 0.736
H 1.2187 1.0803 -1.3785 0.070
H 2.2727 -1.7347 -1.9615 0.376
H 2.6537 -0.0477 0.1465 -0.928
H 2.8617 -1.7527 0.1895 0.346
C 2.6707 -0.5677 4.0285 -1.597
C 1.6547 -1.7647 4.1185 1.048
C 1.6267 -2.8557 2.9795 0.692
O 1.7517 -4.0447 3.8895 -0.413
C 1.7987 -3.7617 5.1405 0.552
O 2.0857 -4.5087 6.0455 -0.644
O 1.8737 -2.4937 5.2595 -0.419
H 2.7177 -0.0417 4.9505 0.507
H 2.1897 0.0313 3.2575 0.179
H 3.5577 -0.8587 3.6965 0.544
H 0.6197 -1.4507 4.1365 -0.225
H 2.3867 -2.7537 2.2715 0.042
H 0.6157 -2.8887 2.4175 -0.278
C 0.3707 -4.7717 -2.4985 -1.428
C 0.4087 -4.4687 -0.9665 1.288
C 0.3927 -5.6967 -0.1645 -0.347
O 1.6187 -5.6847 0.5415 -0.336
C 2.3397 -4.6857 0.1055 0.576
O 3.4727 -4.4907 0.3815 -0.576
O 1.6487 -3.8847 -0.6825 -0.267
H 1.1137 -5.5317 -2.7725 0.524
H 0.5017 -3.8167 -3.0705 0.072
H -0.6753 -4.9987 -2.7545 0.370
H -0.2353 -3.7037 -0.5385 -0.421
H 0.5327 -6.5767 -0.7555 0.276
H -0.4983 -5.8007 0.4455 0.354
C -5.2913 -1.1967 3.0835 -1.566
C -4.1613 -0.7327 2.2635 0.537
C -2.9603 -0.3257 3.1065 0.502
C -2.2933 -1.3567 3.9395 0.129
N -1.7093 -2.1017 4.5895 -0.528
H -6.1683 -1.2067 2.4335 0.431
H -5.5633 -0.6527 3.9925 0.329
H -5.0953 -2.1987 3.4975 0.361
H -4.5653 0.2273 1.8515 0.074
H -3.8683 -1.4367 1.4025 -0.121
H -3.2983 0.4953 3.7935 0.581
H -2.1843 0.1073 2.4235 -0.651
C 1.6327 2.5863 0.9575 0.766
C 2.9187 3.2943 1.4335 -1.046
C 4.1997 2.7763 0.6945 -0.336
C 4.7007 1.4363 1.0955 0.003
N 5.0967 0.3843 1.3015 -0.554
H 0.7237 3.1333 1.4245 0.534
H 1.4207 1.5093 1.1645 -0.052
H 1.5477 2.7713 -0.1055 -0.909
H 2.9337 2.9833 2.5125 0.452
H 2.8237 4.3143 1.2535 0.323
H 5.1677 3.2513 0.9715 0.494
H 4.2417 2.8613 -0.3545 0.385
```

Its energy relative to the best compared isomer or geometry (same formula, charge and spin) is 33.6 kcal/mol. Its maximum force is 5.50 eV/Å. For the total energy, the calculation gives -73825.6977 eV. As for the HOMO-LUMO gap: 10.099 eV.

---

The following is a quantum chemistry calculation of a 2-piece molecular cluster, C4H12 overall, from OMol25.

Structure (XYZ):
```
16
Properties=species:S:1:pos:R:3:nbo_charge:R:1
C 1.9097 0.8283 -1.2832 -0.612
C 0.5802 0.7017 -2.0517 -0.618
H 2.7344 0.5646 -1.9394 0.203
H 2.1232 1.8057 -0.8578 0.204
H 1.9240 0.1074 -0.4631 0.205
H -0.2998 0.3735 -1.4897 0.201
H 0.7689 -0.0558 -2.8075 0.209
H 0.2427 1.6892 -2.3702 0.208
C -0.4850 -0.6065 1.6438 -0.613
C -2.0299 -0.8986 1.6717 -0.612
H -0.0418 -1.4911 1.1880 0.202
H -0.3411 0.2392 0.9722 0.201
H 0.0066 -0.3600 2.5793 0.207
H -2.4965 -0.3371 0.8768 0.208
H -2.3993 -0.5911 2.6525 0.203
H -2.1964 -1.9693 1.6782 0.204
```

Its energy relative to the best compared isomer or geometry (same formula, charge and spin) is 11.2 kcal/mol. Its maximum force is 2.27 eV/Å. For the total energy, the calculation gives -4342.0427 eV. As for the HOMO-LUMO gap: 12.684 eV.

---

The following is a quantum chemistry calculation of C32H73ClN2NbO2 as an isolated structure, from OMol25.

Structure (XYZ):
```
111
Properties=species:S:1:pos:R:3:mulliken_charge:R:1
C 0.2885 -3.5672 1.9136 -0.508
C 0.3965 -2.2291 1.7997 -0.203
Nb -1.5569 -1.2491 1.7053 -0.638
N -2.3415 -2.9590 0.7152 -0.609
C -0.6143 0.6053 2.5560 -0.198
C 0.7044 0.8808 2.4829 -0.372
C -0.9081 -0.3948 -0.4007 -0.681
O -0.6576 1.0469 -0.4172 -0.141
N -0.6640 1.6361 -1.6743 0.243
O 0.0138 1.0950 -2.4734 -0.360
C -3.5716 -0.2137 1.6398 -1.049
C -4.8709 -0.7579 2.2376 0.423
C -5.9848 -0.8908 1.2013 -1.533
Cl -4.7649 -2.3455 3.1072 -0.208
H 0.5219 -4.2635 1.1031 0.219
H -0.1413 -3.9887 2.8186 0.214
H 1.3187 -1.6641 1.6676 0.390
H -1.7805 -1.9247 3.3746 -0.027
H -1.6976 -3.1846 -0.0422 0.209
H -3.2002 -2.7041 0.2237 0.102
H -1.2398 1.4000 2.9818 0.263
H 1.4699 0.1875 2.8259 0.347
H 1.0821 1.8166 2.0599 0.076
H -0.0122 -0.9289 -0.7370 0.406
H -1.7012 -0.6177 -1.1254 0.456
H -3.4418 0.7939 2.0461 0.461
H -3.7436 -0.0867 0.5616 0.308
H -5.2378 -0.0525 2.9824 0.329
H -6.1190 0.0561 0.6774 0.374
H -6.9186 -1.1464 1.7090 0.434
H -5.7827 -1.7095 0.5084 0.291
C 2.9720 4.9757 -1.4445 -1.330
C 2.5384 4.7386 -0.0011 -0.181
C 2.5612 6.0020 0.8570 -0.999
C 3.9401 6.6434 1.0222 -0.492
C 5.0111 5.7310 1.6165 -0.481
C 4.6877 5.2638 3.0329 -1.151
H 4.0030 5.3306 -1.5067 0.304
H 2.9084 4.0525 -2.0214 0.393
H 2.3284 5.7146 -1.9274 0.314
H 3.1654 3.9640 0.4480 0.193
H 1.5213 4.3410 -0.0010 0.360
H 2.1471 5.7672 1.8412 0.355
H 1.8853 6.7428 0.4176 0.417
H 3.8371 7.5293 1.6588 0.328
H 4.2891 7.0115 0.0527 0.334
H 5.9594 6.2779 1.6353 0.351
H 5.1732 4.8629 0.9727 0.384
H 4.5670 6.1185 3.7039 0.177
H 5.4933 4.6405 3.4243 0.358
H 3.7717 4.6734 3.0655 0.388
C 7.3450 9.9936 7.5786 -1.212
C 6.1513 10.0412 6.6294 -0.518
C 5.9130 8.7286 5.8847 -0.586
C 7.0569 8.2913 4.9685 -0.521
C 7.4442 9.3037 3.8914 -0.498
C 6.3175 9.6020 2.9064 -0.802
H 8.2779 9.8040 7.0455 0.282
H 7.4585 10.9407 8.1081 0.383
H 7.2158 9.2078 8.3258 0.291
H 6.2820 10.8607 5.9172 0.243
H 5.2526 10.2785 7.2045 0.377
H 4.9915 8.8140 5.3025 0.305
H 5.7317 7.9338 6.6150 0.421
H 6.7710 7.3508 4.4867 0.198
H 7.9409 8.0612 5.5701 0.370
H 8.2989 8.9053 3.3382 0.363
H 7.7862 10.2351 4.3519 0.263
H 5.9915 8.6895 2.4026 -0.069
H 6.6518 10.3049 2.1419 0.418
H 5.4517 10.0432 3.4026 0.271
C -4.2711 -6.0047 1.9480 -0.592
C -5.2041 -6.5326 0.8642 -0.347
C -4.9445 -7.9903 0.4865 -0.782
C -3.5531 -8.2594 -0.0904 -0.811
C -3.2022 -7.4390 -1.3302 -0.247
C -4.1169 -7.7112 -2.5209 -0.910
H -3.2290 -6.0199 1.6281 0.194
H -4.5075 -4.9709 2.1903 -0.130
H -4.3611 -6.6002 2.8610 0.339
H -5.1261 -5.8952 -0.0213 0.201
H -6.2381 -6.4461 1.2109 0.383
H -5.7071 -8.3162 -0.2282 0.316
H -5.0784 -8.6185 1.3736 0.403
H -3.4771 -9.3252 -0.3351 0.387
H -2.7987 -8.0738 0.6781 0.344
H -2.1730 -7.6724 -1.6168 0.361
H -3.2169 -6.3729 -1.0911 0.138
H -4.0836 -8.7659 -2.8061 0.292
H -3.8071 -7.1221 -3.3848 0.137
H -5.1532 -7.4505 -2.3001 0.301
C -3.7635 -4.9691 -9.8920 -1.192
C -4.0113 -5.0385 -8.3879 -0.345
C -2.7311 -5.1737 -7.5655 -0.670
C -1.9245 -6.4454 -7.8350 -0.728
C -2.6892 -7.7500 -7.6154 -0.436
C -3.1587 -7.9413 -6.1764 -1.157
H -3.2890 -5.8777 -10.2661 0.280
H -4.7016 -4.8436 -10.4349 0.374
H -3.1194 -4.1230 -10.1407 0.295
H -4.6915 -5.8656 -8.1665 0.244
H -4.5273 -4.1281 -8.0729 0.359
H -2.9852 -5.1206 -6.5038 0.287
H -2.0901 -4.3088 -7.7621 0.381
H -1.0420 -6.4386 -7.1878 0.364
H -1.5431 -6.4268 -8.8601 0.327
H -2.0344 -8.5824 -7.8873 0.348
H -3.5469 -7.8041 -8.2919 0.259
H -2.3117 -7.9333 -5.4873 0.344
H -3.6739 -8.8958 -6.0590 0.405
H -3.8520 -7.1574 -5.8696 0.266
```

Its maximum force is 2.57 eV/Å. The net charge is -1. For the total energy, the calculation gives -55506.8180 eV. As for the HOMO-LUMO gap: 6.131 eV.

---

The following is a quantum chemistry calculation of one molecule with the formula C3H5N3, from OMol25.

Structure (XYZ):
```
11
Properties=species:S:1:pos:R:3:nbo_charge:R:1
C 0.1641 1.6787 -0.0067 -0.639
C 0.0369 0.1897 0.1006 0.085
N -1.1711 -0.3389 0.3043 -0.248
N -0.9755 -1.6317 0.1408 -0.153
N 0.2494 -2.0158 -0.1392 -0.233
C 0.9272 -0.8722 -0.1551 -0.113
H -0.1306 2.1710 0.9253 0.229
H 1.1688 2.0078 -0.2894 0.221
H -0.5293 1.9970 -0.7926 0.230
H -1.7234 -2.3019 0.2196 0.402
H 1.9967 -0.8958 -0.3107 0.217
```

Its energy relative to the best compared isomer or geometry (same formula, charge and spin) is 19.3 kcal/mol. Its maximum force is 0.36 eV/Å. For the total energy, the calculation gives -7661.6184 eV. As for the HOMO-LUMO gap: 10.929 eV.

---

The following is a quantum chemistry calculation of one molecule with the formula CHCl3OSi, from OMol25.

Structure (XYZ):
```
7
Properties=species:S:1:pos:R:3:nbo_charge:R:1
C 0.8067 0.3536 0.8792 0.039
O 0.4431 0.9636 1.8489 -0.471
Si -0.4452 -0.2014 -0.5028 1.293
Cl -2.3204 0.2683 -0.0529 -0.313
Cl 0.0391 0.8346 -2.3284 -0.368
Cl -0.4691 -2.1934 -0.7598 -0.322
H 1.9458 -0.0253 0.9158 0.142
```

Its energy relative to the best compared isomer or geometry (same formula, charge and spin) is 0.9 kcal/mol. Its maximum force is 2.26 eV/Å. For the total energy, the calculation gives -48548.9810 eV. As for the HOMO-LUMO gap: 9.892 eV.